The following is a quantum chemistry calculation of a molecular structure, C9H13NOSi in a non-equilibrium geometry, from OMol25.

Geometry as XYZ:
```
25
Properties=species:S:1:pos:R:3:forces:R:3
N 1.39426 -1.27657 2.36344 0.61 0.35 0.36
H 2.38779 3.46298 -1.69148 0.03 0.03 -0.02
C 0.47303 2.90713 -0.90929 0.00 0.21 -0.05
H 0.09271 3.91959 -0.91477 -0.02 0.04 0.02
C 1.76070 2.65139 -1.34989 0.01 0.05 -0.01
H 1.98432 -1.58005 3.12834 -0.09 -0.09 -0.06
C -1.27364 -2.16737 -1.23091 0.07 0.36 0.48
H -0.43318 -2.24503 -1.91451 0.16 0.04 -0.05
C -0.33006 1.86980 -0.47027 -0.11 -0.11 0.09
H -2.28439 0.47158 1.76020 0.12 0.10 0.07
H -2.97389 -1.12348 1.55310 -0.01 -0.19 0.03
H 1.58478 -0.38322 1.94331 -0.11 -0.08 -0.04
O 0.03996 -3.10521 2.36653 0.15 0.09 0.15
C 0.13239 0.55567 -0.46600 -0.36 -0.34 0.14
C -2.51334 -0.29427 1.02425 0.48 -0.14 -0.42
H -1.33242 2.08085 -0.12618 -0.12 0.08 0.03
H 1.80526 -0.69565 -0.91613 0.14 -0.13 -0.02
C 2.23965 1.35127 -1.35066 0.14 0.01 -0.06
H 3.24258 1.14295 -1.69513 0.07 -0.01 -0.02
C 1.43112 0.31844 -0.91372 -0.08 -0.15 0.02
C 0.36221 -2.02222 1.95072 -1.97 0.94 -2.53
H -2.15981 -1.91983 -1.81473 -0.06 0.13 0.00
H -3.25301 0.11011 0.33573 -0.07 0.05 -0.14
H -1.43219 -3.14687 -0.78829 -0.03 -0.12 0.13
Si -0.94483 -0.88198 0.12633 1.05 -1.13 1.89
```
Positions in Å, forces in eV/Å.

## Properties
relative energy (zero: lowest compared OMol25 entry of this formula, charge and spin)	0.276	eV
HOMO-LUMO gap	8.579	eV

---

The following is a quantum chemistry calculation of C4H6O2 in the gas phase in a non-equilibrium geometry, from OMol25.

Geometry as XYZ:
```
12
Properties=species:S:1:pos:R:3:forces:R:3
C -0.96709 1.18225 0.05294 -0.03 0.16 0.38
C -0.05546 -0.95775 0.27725 0.31 0.08 -0.38
O 2.13657 -0.68645 -0.38365 0.77 -0.46 0.54
H 1.21358 0.73868 0.83670 -0.19 -0.29 -0.60
H 2.93520 -0.17834 -0.21521 0.06 -0.02 0.26
H -2.30957 -0.51551 0.17808 0.36 -0.13 0.35
C 1.07883 -0.22521 0.32998 -0.16 -0.13 -0.12
H 0.08634 -2.00191 0.01461 -0.05 0.10 -0.47
H -1.30555 -0.48946 -1.28695 -0.24 0.27 0.26
H -0.53275 1.78242 -0.77792 -0.32 -0.10 0.02
C -1.31548 -0.26280 -0.20603 -0.07 0.16 0.13
O -0.96461 1.61408 1.18020 -0.44 0.34 -0.37
```
Positions in Å, forces in eV/Å.

## Properties
relative energy (zero: lowest compared OMol25 entry of this formula, charge and spin)	2.704	eV
SMILES	O=CC/C=C/O
HOMO-LUMO gap	9.278	eV

---

The following is a quantum chemistry calculation of 5 unconnected molecules or ions with the total composition C2H15N2O4 in a non-equilibrium geometry, from OMol25.

Geometry as XYZ:
```
23
Properties=species:S:1:pos:R:3:forces:R:3
O 3.00086 -0.22639 2.32766 -3.06 3.93 0.63
O 1.62654 -4.00072 0.16239 1.52 0.47 1.43
C -0.01182 0.56975 -0.68898 1.37 -0.36 0.44
H -0.23482 2.66673 -0.27700 0.03 0.09 -0.15
H 3.44244 -0.56436 1.62606 2.50 -2.30 -2.40
H 3.01219 -0.62415 3.15707 0.59 -1.59 1.62
H 0.00508 0.48199 -2.86389 -0.77 -0.09 1.99
H -3.97378 -0.85249 -1.80402 -0.03 -0.14 -0.07
O -2.09043 0.80694 0.74344 -2.07 1.38 2.26
H 0.06905 -0.38024 -0.20861 0.79 -0.33 0.31
H 2.39721 -3.47650 0.47694 -0.38 -1.10 0.52
H 1.77288 0.92536 1.31482 -1.71 0.55 -1.30
N 1.11004 1.69289 0.97593 2.19 1.14 3.73
C 0.18208 1.70464 -0.01164 2.35 0.02 -0.32
H -2.94000 -0.23218 -0.92812 0.32 2.00 4.18
H -0.95394 -0.51837 -1.90532 -1.39 -1.08 -0.90
H 1.46150 -3.42802 -0.55333 -1.13 0.61 -1.96
H -1.33211 0.75109 1.39732 -1.74 0.20 -0.84
H 1.40278 2.48964 1.64614 -1.69 -1.23 -2.05
H -2.88553 1.30598 1.19347 2.45 -1.58 -0.85
O -3.03789 -0.65873 -1.71030 -0.41 -1.90 -3.85
H -1.42485 1.16385 -2.10432 1.89 -2.56 0.09
N -0.59751 0.40329 -1.96572 -1.62 3.88 -2.51
```
Positions in Å, forces in eV/Å.

## Properties
total charge	+1
relative energy (zero: lowest compared OMol25 entry of this formula, charge and spin)	3.836	eV
HOMO-LUMO gap	9.017	eV

---

The following is a quantum chemistry calculation of 2 unconnected molecules or ions with the total composition C5H11NO2 in a non-equilibrium geometry, from OMol25.

Geometry as XYZ:
```
19
Properties=species:S:1:pos:R:3:forces:R:3
H 1.17873 -1.67827 1.22984 0.17 -0.05 -0.02
O -0.24932 -0.92269 2.43522 -0.06 0.02 0.01
H -1.28732 -2.99964 -1.15780 0.35 0.07 -0.09
H 0.93685 -0.98029 -0.98571 -0.73 0.27 0.15
H -1.17517 2.41678 -0.90683 0.02 -0.31 0.04
O -1.43309 -2.43058 -1.92518 -0.65 -0.28 0.43
H 2.23014 0.09606 -0.77638 0.04 0.08 0.54
C 1.14605 0.03768 -0.63260 1.16 0.33 -0.68
C -0.22264 2.06370 -0.49266 -1.07 0.44 -0.12
H 1.36664 1.72368 -1.94299 -0.04 0.20 0.18
C 0.53831 1.19066 -1.47135 1.01 -0.33 -0.60
H -0.60647 1.69875 1.63417 -0.03 -0.06 0.11
C 0.53872 -0.83556 1.52760 0.40 0.70 -0.13
C -0.45817 1.16046 0.70497 0.30 0.70 -0.17
N 0.74821 0.31609 0.76102 -1.07 -1.46 -0.03
H -0.00879 0.81961 -2.33717 -0.54 -0.09 0.35
H 0.25410 2.99569 -0.21533 0.70 -0.06 0.06
H -2.40389 -2.43455 -1.95038 0.33 0.24 -0.30
H -1.33347 0.56452 0.48115 -0.30 -0.42 0.27
```
Positions in Å, forces in eV/Å.

## Properties
relative energy (zero: lowest compared OMol25 entry of this formula, charge and spin)	1.071	eV
SMILES	O=CN1CCCC1.O
HOMO-LUMO gap	10.096	eV

---

The following is a quantum chemistry calculation of a molecular structure, C7H24CaN2NbO5P2 in a non-equilibrium geometry, from OMol25.

Geometry as XYZ:
```
42
Properties=species:S:1:pos:R:3:forces:R:3
O 0.31174 1.57024 -0.46159 -0.31 -0.53 0.32
H -1.80742 1.39749 -2.56991 0.04 0.21 -0.02
P -2.69728 1.27425 -1.47674 -0.19 0.46 0.14
H 3.74686 -1.73252 -2.89991 -0.60 -0.09 -0.45
H -1.57680 3.00345 3.66838 -0.18 0.24 -0.08
Nb -1.21212 0.97352 0.68192 -0.51 -1.59 -1.43
H -3.88658 -0.41227 4.78335 0.02 -0.05 0.00
H -3.45168 1.36597 1.98506 -0.49 -0.25 -0.39
H 0.40274 -0.13567 -1.62860 0.10 -0.06 -0.03
H 0.68663 3.61378 1.99705 -0.13 0.22 -0.16
O -3.38526 -0.05570 -1.47076 0.27 -0.11 0.15
H -2.64328 -1.33289 2.50186 0.12 -0.03 0.11
P -1.44587 3.42645 1.52227 0.69 -0.18 0.58
H -0.73264 -0.76784 0.61369 0.31 0.29 0.55
C 1.06041 0.50132 -1.02081 0.06 0.24 -0.16
C 2.69439 -2.30800 -1.30559 0.20 0.13 0.04
N -2.84711 0.58630 1.73248 0.81 0.93 0.78
O 3.86339 -3.16098 -1.40721 -0.11 -0.23 -0.04
C -2.79647 -0.33165 2.90219 -0.36 -0.21 -0.13
H 3.92811 0.49218 -2.66451 0.03 0.00 0.06
H 1.46805 -0.11908 -0.22015 0.12 0.00 -0.01
C -4.09115 -0.29997 3.71927 -0.02 -0.08 0.02
O -0.01225 4.14461 1.57274 0.06 -0.19 0.05
H -3.52506 2.40480 -1.64154 -0.06 0.02 -0.11
H -4.76357 -1.10488 3.42679 -0.06 0.08 -0.06
H 1.83246 1.31918 -2.86845 -0.06 -0.04 0.02
H 3.59570 -4.09161 -1.47260 0.04 0.37 0.16
H -0.19629 1.22138 2.17739 -0.33 0.72 -0.09
C 1.40825 -3.09818 -1.38185 0.01 -0.09 -0.21
H 2.07992 -1.21278 -3.15248 -0.04 -0.13 0.10
H 0.55030 -2.43898 -1.50446 -0.02 0.02 0.06
C 2.89512 -1.25201 -2.41772 -0.20 0.14 0.08
H 2.56236 1.95577 -1.39764 0.12 -0.04 0.05
H -4.62323 0.64486 3.59012 0.04 0.01 0.03
H -1.94468 -0.10182 3.54738 0.02 0.06 -0.07
H 2.76140 -1.78142 -0.35380 0.07 -0.07 0.07
N 3.31423 0.07323 -1.96336 -0.09 0.05 -0.22
C 2.19891 1.04579 -1.87150 -0.09 0.00 0.11
H 1.25236 -3.68092 -0.47590 0.04 -0.01 0.03
H 1.42519 -3.78494 -2.23353 -0.03 0.06 -0.03
O -2.05140 3.53834 3.00569 0.08 -0.26 0.05
Ca 5.65162 -1.34882 -3.56705 0.63 -0.04 0.15
```
Positions in Å, forces in eV/Å.

## Properties
total charge	+1
HOMO-LUMO gap	1.517	eV